Record 1
Density functional theory data (the ωB97M-V functional and the def2-TZVPD basis) for one molecule with the formula C5H7NO.

```
14
C5H7NO (the ωB97M-V functional and the def2-TZVPD basis)
C 1.150 -1.627 -0.201
C 0.072 -0.865 -0.945
O -0.349 -1.242 -2.015
C -0.485 0.358 -0.308
C -1.006 0.631 1.077
C 0.038 1.480 0.438
N -0.577 1.691 -0.870
H 0.709 -2.478 0.330
H 1.687 -1.003 0.519
H 1.850 -2.024 -0.940
H -2.028 1.009 1.170
H -0.693 -0.046 1.873
H 1.042 1.764 0.719
H -1.520 2.075 -0.771
```

As for the energy relative to the best compared isomer or geometry (same formula, charge and spin): 69.26 kcal/mol. The SMILES is CC(=O)[C@@]12C[C@@H]1N2. As for the orbital gap: 10.7 eV.

=====

Record 2
Density functional theory data (the ωB97M-V functional and the def2-TZVPD basis) for C23H63F6NO15S2V as an isolated structure.

```
111
C23H63F6NO15S2V (the ωB97M-V functional and the def2-TZVPD basis)
V 17.465 -21.025 -20.664
C 16.098 -18.386 -21.842
O 17.033 -19.012 -21.027
H 15.139 -18.917 -21.952
H 15.908 -17.368 -21.478
H 16.499 -18.260 -22.859
C 14.824 -21.508 -23.934
F 14.513 -22.218 -25.006
F 14.795 -20.227 -24.228
F 14.013 -21.776 -22.920
S 16.603 -22.054 -23.477
O 16.975 -23.072 -24.407
O 17.378 -20.849 -23.584
N 16.489 -22.494 -21.848
S 15.973 -24.025 -21.877
O 14.959 -24.305 -22.853
O 17.011 -25.005 -21.776
C 15.066 -24.179 -20.256
F 13.888 -23.573 -20.272
F 14.931 -25.449 -19.915
F 15.817 -23.617 -19.286
C 19.627 -25.105 -19.710
C 18.814 -24.192 -18.833
O 18.563 -22.901 -19.417
H 19.091 -25.314 -20.639
H 19.752 -26.095 -19.267
H 20.619 -24.716 -19.938
H 19.315 -24.092 -17.864
H 17.863 -24.648 -18.547
H 18.841 -22.228 -18.788
C 13.891 -21.346 -17.949
C 14.529 -20.710 -19.188
O 15.952 -20.742 -19.032
H 14.069 -20.751 -17.054
H 14.227 -22.366 -17.771
H 12.820 -21.406 -18.159
H 14.169 -19.680 -19.127
H 14.182 -21.199 -20.090
H 16.270 -20.096 -18.396
C 11.688 -21.807 -27.075
C 11.848 -23.293 -27.000
O 11.918 -23.901 -28.314
H 10.912 -21.526 -27.790
H 12.597 -21.352 -27.485
H 11.507 -21.282 -26.137
H 11.011 -23.818 -26.532
H 12.779 -23.622 -26.534
H 12.522 -24.645 -28.261
C 15.152 -27.106 -25.161
C 13.792 -26.461 -25.208
O 13.148 -26.791 -23.974
H 15.096 -28.191 -25.058
H 15.853 -26.676 -24.444
H 15.791 -27.093 -26.059
H 13.209 -26.884 -26.030
H 13.888 -25.388 -25.385
H 12.942 -25.992 -23.482
C 20.420 -23.335 -22.808
C 20.530 -22.235 -21.768
O 19.419 -21.334 -21.929
H 19.497 -23.914 -22.702
H 21.336 -23.913 -22.895
H 20.154 -22.898 -23.781
H 21.431 -21.632 -21.904
H 20.489 -22.629 -20.761
H 19.430 -20.870 -22.773
C 11.701 -19.440 -21.378
C 11.298 -18.725 -20.098
O 10.058 -18.055 -20.340
H 10.980 -20.248 -21.535
H 12.687 -19.896 -21.302
H 11.614 -18.792 -22.247
H 12.028 -17.950 -19.843
H 11.180 -19.430 -19.271
H 9.483 -18.116 -19.575
C 14.633 -28.521 -20.289
C 15.623 -28.384 -21.448
O 15.050 -28.859 -22.657
H 14.017 -29.413 -20.434
H 13.894 -27.719 -20.373
H 15.074 -28.611 -19.298
H 16.388 -29.150 -21.298
H 16.022 -27.370 -21.461
H 14.328 -28.262 -22.909
C 15.816 -23.128 -28.043
C 16.986 -24.043 -27.791
O 16.720 -25.378 -28.182
H 16.051 -22.181 -27.547
H 14.845 -23.452 -27.680
H 15.815 -22.911 -29.113
H 17.308 -24.023 -26.741
H 17.902 -23.669 -28.274
H 17.303 -26.016 -27.767
C 16.429 -19.074 -27.063
C 16.460 -17.675 -27.630
O 16.290 -16.777 -26.541
H 15.441 -19.418 -26.753
H 17.063 -19.253 -26.187
H 16.775 -19.841 -27.768
H 15.591 -17.590 -28.296
H 17.309 -17.467 -28.285
H 16.786 -15.970 -26.694
C 19.925 -21.470 -26.488
C 19.978 -20.603 -27.738
O 19.685 -19.273 -27.403
H 20.035 -22.542 -26.688
H 18.917 -21.408 -26.063
H 20.672 -21.228 -25.732
H 19.299 -21.039 -28.486
H 20.934 -20.746 -28.247
H 18.755 -19.167 -27.180
```

Its spin multiplicity is 4. Its expectation value of S² is 3.76. As for the orbital gap (spin up / spin down): 7.4 / 7.7 eV.

=====

Record 3
Density functional theory data (the ωB97M-V functional and the def2-TZVPD basis) for an isolated ion of composition C7H10N and charge +1.

```
18
C7H10N (the ωB97M-V functional and the def2-TZVPD basis)
C -0.025 -2.100 -0.148
C -0.606 -3.039 -0.789
C 1.099 -1.691 0.805
C 0.829 0.557 -1.249
C -0.170 0.582 -0.152
C 0.143 1.510 1.008
C -1.621 0.628 -0.586
N 0.154 -0.807 0.272
H 0.968 -1.976 1.847
H 2.117 -1.746 0.432
H 0.571 0.119 -2.203
H 1.866 0.770 -1.042
H -0.476 1.263 1.866
H -0.082 2.531 0.713
H 1.189 1.456 1.300
H -1.845 -0.145 -1.317
H -1.837 1.595 -1.029
H -2.272 0.493 0.273
```

Its charge is +1. As for the energy relative to the best compared isomer or geometry (same formula, charge and spin): 174.95 kcal/mol. As for the orbital gap (spin up / spin down): 7.1 / 8.1 eV.